ORCA calculation (ωB97M-V/def2-TZVPD) on a cluster of 14 separate species, C20H67N2O14 in total in a non-equilibrium geometry.

The geometry in XYZ format:
```
103
Properties=species:S:1:pos:R:3
C 7.0412 0.1851 4.8940
C 5.9961 -0.4733 4.1167
O 4.7339 0.2119 4.1988
H 7.3593 0.9019 4.1642
H 7.8343 -0.5119 5.0760
H 6.6601 0.5231 5.8966
H 5.8809 -1.3190 4.7290
H 6.3425 -0.7398 3.1122
C 4.8998 3.9362 1.0883
C 4.6179 3.0038 2.2689
O 5.7970 2.2122 2.4871
H 3.9354 4.2796 0.8473
H 5.3486 3.4198 0.1993
H 5.4534 4.8043 1.3975
H 3.8579 2.2281 2.0790
H 4.5208 3.6664 3.1315
H 5.6299 1.5841 3.2254
C 0.1934 0.9351 2.6534
C 1.4765 0.8388 3.4151
O 2.2149 -0.3457 3.1479
H -0.4274 0.0828 2.9415
H 0.3416 0.8646 1.6387
H -0.3674 1.8409 2.8368
H 1.1834 0.7095 4.4503
H 2.1643 1.7152 3.3012
H 3.1092 -0.2764 3.5166
C 4.1897 3.7779 7.3130
C 4.2903 2.9969 6.0928
O 3.2373 2.1477 5.7107
H 5.1487 4.2531 7.4960
H 3.9433 3.1199 8.1134
H 3.4360 4.5193 7.1959
H 5.1436 2.3994 6.2450
H 4.4683 3.6815 5.3300
H 3.7522 1.5090 5.1766
C 5.1485 -3.6231 2.6381
C 3.6815 -3.2074 2.6925
O 2.7982 -4.1736 2.1870
H 5.7458 -2.7411 2.7419
H 5.5771 -4.1640 1.8281
H 5.3229 -4.2028 3.4931
H 3.5548 -2.2657 2.1655
H 3.4157 -2.9459 3.7716
H 1.9142 -3.8617 2.4000
C 2.8343 -0.2416 8.0646
C 2.6454 -0.9686 6.6792
O 3.9197 -1.4434 6.3144
H 3.6719 0.4412 7.9242
H 3.1776 -0.8818 8.8469
H 1.9050 0.2478 8.4483
H 2.2575 -0.2060 6.0399
H 1.9011 -1.7615 6.8908
H 4.3465 -0.8224 5.6646
C 10.4608 1.5705 4.7752
O 10.9064 0.9786 3.5712
N 10.5380 2.8583 5.0385
N 10.1268 0.9078 5.8257
H 10.7665 3.5369 4.3300
H 10.1111 3.2504 5.8317
H 10.2299 -0.0979 5.7399
H 9.2480 1.2176 6.2984
C 4.6594 -0.3765 0.8169
O 4.8514 0.6398 -0.0984
H 4.1608 -0.0194 1.6907
H 5.6079 -0.8051 1.1646
H 4.0000 -1.1338 0.3385
H 4.9129 1.4496 0.3999
C 8.3429 0.4766 1.2940
O 7.7177 1.5644 0.6703
H 9.1527 0.1078 0.6913
H 7.6416 -0.3551 1.3142
H 8.6254 0.7612 2.2715
H 7.0236 1.8717 1.2614
C 7.2870 4.2952 5.1064
O 6.5914 4.9909 4.0795
H 6.8970 3.2842 5.3179
H 7.1798 4.8544 6.0447
H 8.3580 4.3999 4.8633
H 6.4261 4.3487 3.3709
C 11.7461 -1.7439 6.0509
O 10.3702 -1.9210 5.8325
H 12.2654 -2.6604 5.7746
H 12.0006 -1.4274 7.0815
H 12.0365 -0.9223 5.3311
H 10.1497 -2.0669 4.9063
C 9.0392 -3.0312 3.3598
O 9.9619 -1.9660 3.2287
H 9.5121 -4.0029 3.6530
H 8.5515 -3.0347 2.3538
H 8.2533 -2.8469 4.0623
H 10.4452 -2.1412 2.4133
C 7.1405 2.0206 8.3791
O 8.3828 2.0583 7.6555
H 6.5337 1.2295 7.9652
H 6.5682 2.9777 8.5063
H 7.4267 1.7005 9.4012
H 8.7951 2.8946 7.9057
C 7.1279 -1.9999 7.6071
O 5.9496 -1.5883 8.1459
H 7.4402 -2.8935 8.1283
H 7.8516 -1.1863 7.5273
H 6.9431 -2.3048 6.5597
H 5.4033 -1.4123 7.3605
```

Kohn-Sham gap ... 8.090 eV
LUMO energy ... 2.140 eV
Multiplicity ... 1
Net charge ... -1

***

ORCA calculation (ωB97M-V/def2-TZVPD) on a cluster of 12 separate species, C20H67N3O12 in total in a non-equilibrium geometry.

The geometry in XYZ format:
```
102
Properties=species:S:1:pos:R:3
O 0.6962 3.0056 -0.8360
H 1.5490 2.5733 -0.7894
H 0.6218 3.2921 -1.7463
O -3.1916 -2.9923 1.8675
H -2.8379 -2.2098 1.4447
H -2.4289 -3.4201 2.2568
O -2.1840 1.9598 -0.1752
H -2.7722 2.7043 -0.3012
H -1.3248 2.2844 -0.4449
O 2.9979 1.7054 -0.9344
H 3.5984 2.3230 -1.3518
H 3.4898 0.8855 -0.8896
O 3.9676 -0.8299 -1.3325
H 3.8582 -1.4246 -2.0745
H 3.5061 -1.2582 -0.6115
C 0.0759 2.2266 4.3582
C -1.2098 2.4694 3.5466
O -1.2330 3.8580 3.1526
H 0.9844 2.2370 3.7560
H 0.0632 1.2412 4.8238
H 0.3129 2.9189 5.1660
H -2.1842 2.2957 4.0031
H -1.2392 1.8825 2.6286
H -1.4287 4.3606 3.9468
C 0.6151 -0.0911 0.8468
C -0.4316 -0.9285 0.1162
O -1.6977 -0.7175 0.7514
H 1.5963 -0.4335 0.5178
H 0.4915 -0.2515 1.9178
H 0.4908 0.9806 0.6920
H -0.2133 -1.9964 0.1064
H -0.4979 -0.5812 -0.9149
H -2.0433 0.1487 0.5235
C -0.5158 -2.1557 4.1962
C -0.1229 -3.5839 4.2233
O -0.8584 -4.2454 3.2534
H -1.5903 -1.9766 4.1584
H 0.0607 -1.6163 3.4447
H -0.3021 -1.6252 5.1242
H -0.2208 -4.1278 5.1629
H 0.9521 -3.6355 4.0509
H -0.4437 -5.0724 2.9973
C -1.4349 -4.8069 -0.8570
C -1.0616 -4.4639 -2.2529
O -1.7718 -5.2926 -3.2155
H -1.1959 -5.8149 -0.5179
H -2.4759 -4.5520 -0.6579
H -0.8212 -4.1986 -0.1925
H 0.0043 -4.6753 -2.3381
H -1.1658 -3.4133 -2.5242
H -1.6068 -6.1959 -2.9355
C 8.2590 2.9551 2.1644
C 6.8318 2.4662 1.9513
C 5.7654 2.8018 3.0138
O 4.4173 2.7086 2.4521
C 3.8669 1.4281 2.4329
N 6.3915 3.0173 0.6597
H 8.8244 2.9339 1.2327
H 8.8363 2.4330 2.9274
H 8.2565 3.9767 2.5443
H 6.7339 1.3857 1.8454
H 5.8767 3.8482 3.2979
H 5.8684 2.2211 3.9304
H 3.9373 1.0175 3.4402
H 4.3728 0.7090 1.7887
H 2.8587 1.4321 2.0185
H 6.7897 3.9307 0.4946
H 5.4465 3.2872 0.8924
C 1.5668 2.8742 -5.4189
C 0.5090 2.8953 -4.3657
C 0.3524 1.5414 -3.7334
O 0.0551 0.5725 -4.7625
C -0.1492 -0.6626 -4.2435
N 0.9278 3.9212 -3.4419
H 2.5633 2.6355 -5.0472
H 1.6370 3.7672 -6.0401
H 1.4721 2.1075 -6.1879
H -0.3807 3.1471 -4.9429
H -0.4880 1.5693 -3.0399
H 1.2879 1.2954 -3.2309
H -0.9403 -0.6509 -3.4937
H 0.7569 -1.0683 -3.7934
H -0.4511 -1.4525 -4.9312
H 1.8973 3.7455 -3.2198
H 1.1315 4.7792 -3.9344
C -3.9971 -1.3548 -2.0127
C -5.3272 -2.0549 -1.8941
C -6.1360 -1.8649 -0.6185
O -7.4248 -2.4026 -0.6028
C -8.0631 -2.3024 0.6966
N -6.0536 -1.5496 -3.0036
H -3.9768 -0.3303 -1.6411
H -3.5641 -1.2147 -3.0032
H -3.2877 -1.9238 -1.4119
H -5.2075 -3.1172 -2.1069
H -6.1429 -0.7938 -0.4166
H -5.4565 -2.2780 0.1270
H -9.1482 -2.4052 0.6853
H -7.9485 -1.2621 1.0012
H -7.5777 -2.8684 1.4917
H -6.9408 -2.0247 -2.9183
H -6.2554 -0.5876 -2.7717
```

Kohn-Sham gap (spin up / spin down) ... 8.130 / 2.195 eV
LUMO energy (spin up / spin down) ... -2.526 / -8.461 eV
Multiplicity ... 2
Net charge ... +1

***

ORCA calculation (ωB97M-V/def2-TZVPD) on a structure of composition C20H79BNbO21 in a non-equilibrium geometry.

The geometry in XYZ format:
```
122
Properties=species:S:1:pos:R:3
C 1.8327 -2.6231 1.2390
O 1.4408 -1.2496 1.3551
B 0.2266 -0.8359 0.8866
O -0.0633 0.4630 1.2871
Nb -1.5337 -1.8308 -0.4961
C -3.2788 -1.2066 0.9013
C -4.0966 -2.3480 1.2798
O -5.0859 -2.7813 0.7222
O -3.6478 -2.9854 2.4405
H 2.7966 -2.7560 1.7284
H 1.0679 -3.2490 1.6989
H 1.9162 -2.9040 0.1886
H -0.9892 0.6555 1.1071
H -1.3182 -3.3164 0.5985
H -2.6905 -2.8944 -1.4856
H -1.6345 -0.1990 -1.4167
H -0.2623 -2.4753 -1.6263
H -2.8080 -0.7826 1.7939
H -3.8810 -0.4842 0.3444
H -3.5392 -3.9149 2.2194
C 5.7905 -2.6629 3.1774
O 5.0372 -3.5175 2.3334
H 5.1671 -1.7894 3.3421
H 6.0292 -3.1290 4.1390
H 6.7212 -2.3272 2.7091
H 5.5557 -4.2991 2.1264
C 2.5799 -5.4361 -2.3830
O 1.7478 -4.3581 -2.0078
H 2.1591 -6.3245 -1.9133
H 2.6006 -5.6021 -3.4652
H 3.6140 -5.3193 -2.0452
H 2.0752 -3.5447 -2.4021
C 4.1665 0.7998 3.6327
O 3.8818 0.0966 2.4420
H 5.2435 0.9622 3.6736
H 3.6770 1.7777 3.6712
H 3.8693 0.2448 4.5308
H 2.9261 -0.0661 2.4036
C 2.4726 1.9249 0.0840
O 3.0277 2.9179 -0.7906
H 1.4010 1.9064 -0.0781
H 2.8775 0.9355 -0.1291
H 2.6723 2.1622 1.1300
H 3.9785 2.9381 -0.6400
C -5.7047 1.5295 1.6529
O -5.3088 1.5468 0.2915
H -5.0451 0.8213 2.1491
H -5.5639 2.5074 2.1204
H -6.7404 1.2040 1.7935
H -5.8636 2.1545 -0.2042
C 4.2431 3.2670 6.9213
O 4.7399 3.4240 5.6021
H 4.9220 2.5671 7.4056
H 4.2433 4.2046 7.4839
H 3.2390 2.8362 6.9479
H 4.1637 4.0202 5.1155
C -5.1197 -2.2762 -3.4356
O -3.9203 -1.7027 -3.9339
H -5.0909 -2.1504 -2.3535
H -6.0179 -1.7921 -3.8339
H -5.1855 -3.3481 -3.6405
H -3.8611 -1.8087 -4.8903
C 5.1747 -7.8537 -1.5987
O 5.1450 -7.4224 -2.9491
H 4.1394 -7.8987 -1.2683
H 5.6183 -8.8475 -1.4857
H 5.7089 -7.1555 -0.9482
H 6.0465 -7.3598 -3.2759
C 7.6146 1.4497 7.9995
O 8.0156 1.6469 6.6567
H 8.3492 0.7826 8.4469
H 7.5991 2.3833 8.5704
H 6.6332 0.9711 8.0704
H 7.3806 2.2209 6.2149
C -5.9867 1.1481 -4.2218
O -4.9516 1.1960 -3.2672
H -6.3726 2.1629 -4.3213
H -5.6367 0.8146 -5.2063
H -6.8183 0.5034 -3.9224
H -4.5892 0.3063 -3.1534
C 5.2430 4.2578 -3.4090
O 4.9320 2.9650 -2.9222
H 6.3266 4.3038 -3.5005
H 4.8021 4.4418 -4.3920
H 4.9139 5.0465 -2.7267
H 3.9772 2.8878 -2.7874
C -1.1357 -2.0771 -5.3455
O -2.1392 -2.5525 -6.2484
H -1.5030 -1.1342 -4.9478
H -1.0005 -2.7531 -4.4998
H -0.1819 -1.8996 -5.8493
H -1.8610 -3.4073 -6.5861
C -8.1873 -2.9599 -0.4522
O -8.6819 -3.7897 -1.5038
H -7.1038 -2.9398 -0.5249
H -8.5630 -1.9357 -0.5374
H -8.4475 -3.3521 0.5346
H -9.6397 -3.8172 -1.4403
C -2.7081 4.3183 2.2366
O -2.9896 2.9648 1.9440
H -2.8600 4.4423 3.3086
H -1.6766 4.5936 1.9943
H -3.3666 5.0123 1.7062
H -2.8850 2.8137 0.9987
C -0.9248 7.5844 1.8321
O -1.9523 7.3819 0.8760
H -1.2781 7.1353 2.7583
H 0.0093 7.0945 1.5442
H -0.7311 8.6462 2.0101
H -1.6756 7.7535 0.0342
C 6.0894 1.1127 -0.0121
O 6.5905 1.1968 -1.3342
H 6.7372 0.4372 0.5450
H 6.1018 2.0850 0.4999
H 5.0753 0.7125 0.0428
H 6.0142 1.7925 -1.8358
C -8.8433 2.7670 -6.1189
O -9.1073 1.5350 -5.4724
H -7.7608 2.8462 -6.1961
H -9.2628 2.8104 -7.1287
H -9.2103 3.6273 -5.5511
H -10.0578 1.4273 -5.3820
```

Kohn-Sham gap ... 6.527 eV
LUMO energy ... 1.853 eV
Multiplicity ... 1
Net charge ... -1

***

ORCA calculation (ωB97M-V/def2-TZVPD) on a structure of composition C20H8Cl2F5N2O3PtS.

The geometry in XYZ format:
```
42
Properties=species:S:1:pos:R:3
Pt -1.0467 0.1405 -0.8294
O -2.5334 -1.1161 -0.5155
N -3.7867 -0.6422 -0.5954
C -4.7794 -1.5564 -0.5233
C -6.0870 -1.1793 -0.5459
C -6.3889 0.1950 -0.6549
C -5.3713 1.0971 -0.7497
C -4.0171 0.6764 -0.7367
S -2.7070 1.7181 -0.9002
H -4.4323 -2.5752 -0.4409
H -6.8566 -1.9337 -0.4843
H -7.4174 0.5305 -0.6626
H -5.5536 2.1583 -0.8419
Cl 2.1071 -2.8065 -3.6798
C 2.2161 -2.5331 -1.9629
C 3.3607 -2.9744 -1.2920
C 3.5088 -2.7891 0.0522
Cl 4.9568 -3.3694 0.8514
C 2.5044 -2.1310 0.7981
C 2.5695 -1.8665 2.1838
C 1.5393 -1.2148 2.8001
C 0.4313 -0.8120 2.0314
N 0.3539 -1.0391 0.7458
C 1.3527 -1.6842 0.1126
C 1.1594 -1.8733 -1.3242
O 0.1049 -1.4802 -1.9069
H 4.1438 -3.4599 -1.8590
H 3.4415 -2.1822 2.7408
H 1.5686 -0.9944 3.8592
H -0.4037 -0.2866 2.4835
F 3.7250 4.8813 1.4067
C 2.9597 3.9591 0.7930
C 3.5330 2.9009 0.1139
F 4.8701 2.7928 0.0680
C 2.7431 1.9558 -0.5071
F 3.3509 0.9430 -1.1400
C 1.3351 2.0054 -0.5077
O 0.6970 1.0614 -1.1417
C 0.7955 3.0994 0.1952
F -0.5321 3.2694 0.2649
C 1.5828 4.0463 0.8260
F 1.0020 5.0689 1.4753
```

Kohn-Sham gap ... 6.609 eV
Energy relative to the best compared isomer or geometry (same formula, charge and spin) ... 0.645 eV
LUMO energy ... 2.407 eV
Multiplicity ... 1
Net charge ... -1